The following is a DFT calculation (wB97M-V/def2-TZVPD) of a molecular structure, C66H41GeI4N7O2Tc.

Output
Total charge: +1
Gap between HOMO and LUMO, eV: 4.9
LUMO level, eV: -4.956
E_tot, eV: -174741.6396
Highest occupied orbital energy, eV: -9.85

Each line ends with the Mulliken charge.
Element x y z (Å)
Tc (-1.3041, 0.1389, -1.1532)  -0.2295
I (-7.1961, -4.6284, 4.6227)  0.1089
C (-6.0220, -3.8739, 3.0364)  -0.2888
C (-4.7019, -3.5216, 3.2728)  -0.7983
C (-3.9590, -2.9565, 2.2576)  -0.0903
C (-4.5126, -2.7307, 0.9939)  -0.2645
C (-5.8178, -3.1533, 0.7578)  -0.2922
C (-6.5703, -3.7181, 1.7730)  -0.7001
C (-3.6703, -1.9964, 0.0361)  0.4992
C (-4.1141, -0.8527, -0.6250)  0.0942
C (-5.4750, -0.3978, -0.7882)  -1.4488
C (-5.4636, 0.5339, -1.7693)  -1.1069
C (-4.0903, 0.6911, -2.1917)  0.0670
C (-3.6239, 1.4230, -3.2790)  1.3583
C (-4.5579, 2.2463, -4.0682)  -0.5365
C (-4.3067, 3.6140, -4.1743)  -0.2203
C (-5.1462, 4.4257, -4.9099)  -0.7174
C (-6.2285, 3.8676, -5.5713)  -0.2177
I (-7.4824, 5.1011, -6.7392)  0.1122
C (-6.4868, 2.5094, -5.4828)  -0.6981
C (-5.6593, 1.7035, -4.7232)  -0.4090
C (-2.2711, 1.4619, -3.6721)  0.1127
N (-1.2173, 1.0682, -2.8990)  1.0025
C (-0.0751, 1.5911, -3.4736)  0.0436
C (1.1155, 1.8181, -2.7978)  0.9192
C (2.1482, 2.6551, -3.4156)  0.3487
C (3.4772, 2.2231, -3.4017)  -0.2599
C (4.4817, 3.0065, -3.9297)  -0.8260
C (4.1697, 4.2433, -4.4737)  -0.2468
I (5.7155, 5.4536, -5.2549)  0.1155
C (2.8589, 4.6948, -4.4843)  -1.0158
C (1.8543, 3.9067, -3.9579)  -0.3949
C (1.4328, 1.2810, -1.5087)  0.4578
C (2.4571, 1.8462, -0.7225)  -1.3883
C (2.7149, 1.2942, 0.5069)  -0.9500
C (1.3628, -0.5610, -0.1002)  -0.0661
N (0.7606, 0.2025, -1.0530)  0.4051
C (1.0921, -1.9841, -0.1888)  0.2792
C (-0.1667, -2.4899, -0.3993)  0.6726
C (-0.5535, -3.8316, -0.0611)  -1.6278
C (-1.8921, -3.8038, 0.1697)  -1.3243
C (-2.3511, -2.4762, -0.1252)  0.1864
N (-1.3033, -1.7236, -0.5418)  0.4341
C (2.2175, -2.9207, -0.3920)  0.5807
C (2.3270, -3.3961, -1.7047)  -0.8169
C (3.3188, -4.2861, -2.0606)  -0.6751
C (4.2022, -4.7455, -1.0968)  -0.3474
I (5.6797, -6.1570, -1.6180)  0.1122
C (4.1070, -4.2869, 0.2054)  -1.2009
C (3.1307, -3.3695, 0.5512)  0.1977
C (-0.4179, 2.1244, -4.7569)  -1.4086
C (-1.7730, 2.0646, -4.8682)  -1.4627
N (-3.2983, -0.0985, -1.4186)  0.3895
H (-4.2570, -3.6662, 4.2454)  0.4730
H (-2.9380, -2.6573, 2.4491)  0.4160
H (-6.2400, -3.0654, -0.2310)  0.7152
H (-7.5872, -4.0243, 1.5823)  0.3986
H (-6.3135, -0.7770, -0.2395)  0.8117
H (-6.2936, 1.0800, -2.1725)  0.6859
H (-3.4554, 4.0382, -3.6626)  0.5732
H (-4.9527, 5.4845, -4.9714)  0.4281
H (-7.3241, 2.0799, -6.0093)  0.4029
H (-5.8476, 0.6418, -4.6677)  0.5812
H (3.7220, 1.2580, -2.9815)  0.5749
H (5.5034, 2.6620, -3.9067)  0.4350
H (2.6230, 5.6687, -4.8821)  0.4147
H (0.8440, 4.2832, -3.9200)  0.6084
H (2.9550, 2.7451, -1.0480)  0.8168
H (3.3637, 1.8066, 1.2023)  0.6410
H (0.1403, -4.6330, 0.0948)  0.6998
H (-2.5185, -4.6106, 0.4973)  0.7167
H (1.6348, -3.0563, -2.4617)  0.5105
H (3.3817, -4.6337, -3.0796)  0.4620
H (4.7827, -4.6541, 0.9599)  0.5178
H (3.0496, -3.0536, 1.5780)  0.6125
H (0.2790, 2.5051, -5.4752)  0.8020
H (-2.3746, 2.3925, -5.6930)  0.7009
O (-0.9704, -0.1265, 1.8869)  -0.2375
H (-1.8417, -0.1854, 2.2928)  0.2493
H (-0.5633, 0.6629, 2.2649)  0.0176
O (-1.3853, 1.6143, -0.1239)  0.5823
N (-0.8451, 2.4463, 0.6842)  -0.8910
C (-0.5756, 3.6825, 0.3147)  0.8837
C (-0.6982, 4.1120, -1.0186)  0.1564
N (-0.7948, 4.3506, -2.1393)  -0.4899
C (-0.1573, 4.5959, 1.2980)  -0.1940
N (0.1909, 5.3445, 2.0939)  -0.4848
C (2.2261, 0.0203, 0.8209)  0.1415
Ge (2.6196, -0.5472, 2.7117)  2.7853
C (1.9203, -2.3164, 3.3147)  -0.6898
C (2.6196, -3.0241, 4.2850)  -0.1094
C (2.0876, -4.1763, 4.8376)  -1.0862
C (0.8471, -4.6319, 4.4258)  -0.6674
C (0.1397, -3.9322, 3.4623)  -0.8804
C (0.6700, -2.7763, 2.9188)  0.6380
C (1.6963, 0.7035, 3.9466)  -0.0299
C (1.8941, 2.0783, 3.9134)  0.0957
C (1.3199, 2.8953, 4.8710)  -0.8907
C (0.5462, 2.3470, 5.8793)  -0.6416
C (0.3366, 0.9794, 5.9172)  -0.9151
C (0.9066, 0.1640, 4.9573)  -0.2216
C (4.5587, -0.1384, 2.5530)  -0.0093
C (5.2185, -0.5672, 1.4045)  -0.3070
C (6.4627, -0.0618, 1.0789)  -0.9043
C (7.0618, 0.8856, 1.8960)  -0.6082
C (6.4273, 1.2922, 3.0577)  -0.6376
C (5.1793, 0.7848, 3.3845)  -0.1758
H (3.5822, -2.6642, 4.6202)  0.4893
H (2.6401, -4.7167, 5.5925)  0.3988
H (0.4258, -5.5229, 4.8619)  0.4157
H (-0.8312, -4.2793, 3.1394)  0.4304
H (0.0949, -2.2136, 2.2016)  0.3315
H (2.5204, 2.5213, 3.1517)  0.3406
H (1.4846, 3.9600, 4.8320)  0.4488
H (0.1155, 2.9810, 6.6381)  0.4100
H (-0.2624, 0.5400, 6.6995)  0.4525
H (0.7521, -0.9059, 5.0090)  0.3509
H (4.7404, -1.2841, 0.7446)  0.2101
H (6.9548, -0.3934, 0.1757)  0.4812
H (8.0163, 1.3117, 1.6209)  0.4062
H (6.8984, 2.0210, 3.7019)  0.4403
H (4.6777, 1.1254, 4.2823)  0.4496

Atoms 1-3, force components in eV/Å:
0.18 -1.17 -1.95
0.28 0.14 -0.42
-0.24 -0.20 0.34